No. 1
The following is a quantum chemistry calculation of the ion C10H13N2 with charge +1 at a distorted geometry, from the Open Molecules 2025 dataset.

Properties
Total charge = +1
LUMO level (alpha / beta) = -4.74 / -5.03 eV
ΔE to the lowest compared entry with this formula, charge and spin = 976.2 kJ/mol
DFT total energy = -13545.2171 eV

Atoms and positions in Å:
C -1.531 2.964 -2.254
C -1.680 1.780 -2.166
C -1.167 -1.846 -1.918
C -1.374 0.481 -1.758
C 0.341 0.131 -0.524
C 0.386 1.069 0.559
C 1.077 0.846 1.699
C 0.307 -2.106 -1.545
C 1.330 1.937 2.708
C -0.252 -1.829 0.903
N -1.646 -0.687 -2.127
N 0.581 -1.287 -0.263
H -1.587 3.970 -2.224
H -1.912 -2.764 -1.986
H 0.049 2.089 0.180
H 1.425 -0.109 1.861
H 0.569 -3.142 -1.521
H 0.852 -1.571 -2.280
H 0.589 2.734 2.808
H 2.042 2.711 2.420
H 1.575 1.607 3.770
H -0.727 -2.839 0.739
H 0.246 -1.808 1.863
H -0.986 -1.019 1.014
H 1.492 -1.314 0.043

No. 2
The following is a quantum chemistry calculation of the molecule C2H2O2 at a distorted geometry, from the Open Molecules 2025 dataset.

Properties
LUMO level = -0.40 eV
ΔE to the lowest compared entry with this formula, charge and spin = 175.4 kJ/mol
DFT total energy = -6198.2362 eV

Atoms and positions in Å:
C 0.323 0.659 -0.768
C -0.021 -0.235 0.518
O 0.171 0.943 -1.864
O -1.075 -0.848 0.029
H 0.764 -0.933 0.748
H -0.162 0.413 1.338

No. 3
The following is a quantum chemistry calculation of a structure of composition C25H59Cl4N3O6 at a distorted geometry, from the Open Molecules 2025 dataset.

Properties
LUMO level = -1.42 eV
DFT total energy = -93693.8876 eV

Atoms and positions in Å:
C 2.113 -0.763 -0.906
C 1.374 -2.039 -1.109
C 2.155 -3.192 -1.720
C 1.305 -4.523 -1.797
C 2.010 -5.830 -1.530
C 1.362 -7.013 -2.175
H 2.809 -0.812 -0.069
H 1.430 0.073 -0.754
H 2.784 -0.625 -1.754
H 1.063 -2.241 -0.084
H 0.538 -1.819 -1.772
H 3.072 -3.323 -1.144
H 2.378 -3.027 -2.774
H 0.531 -4.396 -1.040
H 0.665 -4.680 -2.665
H 3.020 -5.747 -1.932
H 2.093 -5.931 -0.448
H 0.275 -6.959 -2.114
H 1.564 -7.040 -3.246
H 1.613 -7.837 -1.507
C -0.853 1.160 1.646
C -0.488 1.929 2.916
C -0.973 1.268 4.185
C -0.573 2.093 5.346
C -1.077 1.542 6.733
C -0.290 0.377 7.435
H -0.666 1.873 0.844
H -1.918 0.931 1.618
H -0.271 0.255 1.473
H 0.573 2.178 2.944
H -1.093 2.823 2.764
H -0.550 0.265 4.246
H -2.057 1.184 4.113
H 0.515 2.025 5.364
H -0.854 3.144 5.288
H -1.090 2.436 7.356
H -2.138 1.296 6.730
H -0.632 0.067 8.422
H -0.197 -0.507 6.804
H 0.755 0.682 7.502
C 0.861 2.208 -4.377
C 0.142 2.312 -2.973
C 0.835 3.484 -2.209
C 0.305 3.882 -0.851
C 0.562 5.336 -0.377
C 2.048 5.683 0.032
H 0.616 1.306 -4.938
H 1.946 2.174 -4.474
H 0.639 3.066 -5.012
H -0.919 2.455 -3.180
H 0.205 1.303 -2.567
H 0.875 4.322 -2.905
H 1.880 3.216 -2.056
H -0.769 3.727 -0.946
H 0.726 3.262 -0.060
H 0.203 6.047 -1.121
H -0.062 5.521 0.498
H 2.182 6.765 0.064
H 2.297 5.244 0.998
H 2.763 5.318 -0.705
Cl 1.242 -1.754 -3.480
C -0.265 -2.612 -3.983
C -1.384 -1.548 -4.103
Cl -1.352 -0.528 -2.648
H -0.497 -3.226 -3.112
H -0.103 -3.286 -4.824
H -2.324 -1.984 -4.440
H -1.162 -0.862 -4.920
Cl -2.523 -1.991 1.002
C -2.491 -3.334 -0.194
C -1.316 -4.279 -0.040
Cl -1.646 -5.786 -0.977
H -2.403 -2.949 -1.210
H -3.453 -3.842 -0.129
H -1.222 -4.679 0.970
H -0.267 -4.058 -0.240
C -3.859 1.230 0.349
N -4.339 2.612 -0.036
O -3.484 3.273 -0.507
O -5.468 2.911 0.225
H -2.969 0.897 -0.186
H -4.675 0.511 0.279
H -3.677 1.340 1.418
C -1.257 -0.332 -0.552
N 0.023 0.321 -0.073
O 0.618 1.211 -0.736
O 0.459 -0.262 0.880
H -1.773 0.288 -1.285
H -1.832 -0.554 0.347
H -1.003 -1.278 -1.032
C 1.995 1.667 0.772
N 2.991 0.688 1.343
O 2.685 -0.534 1.154
O 3.903 1.186 1.978
H 1.598 1.205 -0.132
H 2.484 2.635 0.668
H 1.134 1.775 1.430

No. 4
The following is a quantum chemistry calculation of a structure of composition C21H31O4Ti at a distorted geometry, from the Open Molecules 2025 dataset.

Properties
2S+1 = 2
LUMO level (alpha / beta) = 0.39 / 0.38 eV
ΔE to the lowest compared entry with this formula, charge and spin = 235.8 kJ/mol
DFT total energy = -53578.6831 eV

Atoms and positions in Å:
O -0.335 -0.996 -1.476
C 0.047 0.176 -2.397
C 0.263 -0.541 -3.704
H 0.987 0.595 -2.018
H -0.749 0.929 -2.461
C -0.104 -1.751 -2.886
H 1.315 -0.531 -4.046
H -0.432 -0.294 -4.511
C 1.120 -2.617 -2.870
H 2.030 -2.066 -2.609
H 1.279 -3.035 -3.872
H 0.981 -3.468 -2.211
C -1.323 -2.462 -3.407
H -2.187 -1.816 -3.511
H -1.533 -3.310 -2.775
H -1.109 -2.859 -4.409
Ti -0.407 -1.160 0.621
C -1.691 -1.951 2.631
C -1.695 -0.543 2.865
C -2.331 0.101 1.782
H -1.530 -0.107 3.835
C -2.690 -0.864 0.808
C -2.318 -2.163 1.356
H -2.645 -3.105 0.945
H -1.418 -2.706 3.398
H -2.663 1.122 1.832
H -3.235 -0.686 -0.110
C 1.058 -1.974 2.236
C 0.541 -3.098 1.498
C 0.927 -2.943 0.151
H -0.046 -3.940 1.877
C 1.751 -1.777 0.042
C 1.837 -1.172 1.343
H 2.506 -0.365 1.612
H 0.997 -1.812 3.295
H 0.782 -3.648 -0.639
H 2.311 -1.465 -0.829
O 1.671 3.321 -0.563
C 0.457 2.664 -0.291
C -0.725 3.424 -0.930
H 0.300 2.602 0.791
H 0.524 1.609 -0.605
C -0.088 4.759 -1.520
H -1.469 3.719 -0.171
H -1.174 2.803 -1.728
C 1.335 4.697 -0.943
H -0.577 5.624 -1.109
H -0.134 4.821 -2.581
H 1.319 5.323 -0.030
H 2.114 5.055 -1.635
C 1.231 1.115 4.954
O 0.685 0.273 3.906
C 0.105 0.743 2.825
O 0.043 1.919 2.583
H 1.692 0.410 5.616
H 0.426 1.625 5.476
H 1.972 1.797 4.567

No. 5
The following is a quantum chemistry calculation of the molecule C15H19BN3OPS at a distorted geometry, from the Open Molecules 2025 dataset.

Properties
SMILES = C#Cc1cc2nc(B(N)O)c(C)nc2c(P(CC)CC)c1S
LUMO level = -0.49 eV
ΔE to the lowest compared entry with this formula, charge and spin = 0.0 kJ/mol
DFT total energy = -43181.7024 eV

Atoms and positions in Å:
C 3.843 -3.907 -2.362
C 2.993 -3.103 -2.085
C 2.051 -2.226 -1.407
C 0.715 -2.547 -1.370
C -0.269 -1.716 -0.751
N -1.569 -2.139 -0.808
C -2.387 -1.298 -0.185
B -3.949 -1.686 -0.196
N -4.508 -1.987 -1.500
O -4.710 -1.783 0.965
C -1.975 -0.063 0.445
C -2.962 0.868 1.142
N -0.715 0.333 0.445
C 0.175 -0.517 -0.153
C 1.573 -0.133 -0.171
P 2.247 1.433 0.539
C 1.902 2.744 -0.746
C 0.494 2.659 -1.386
C 1.343 1.950 2.063
C 1.814 1.224 3.356
C 2.489 -0.992 -0.788
S 4.242 -0.652 -0.915
H 4.603 -4.632 -2.580
H 0.393 -3.481 -1.835
H -5.477 -1.690 -1.595
H -3.977 -1.495 -2.215
H -5.564 -1.364 0.795
H -2.372 1.390 1.913
H -3.752 0.327 1.670
H -3.335 1.653 0.469
H 2.627 2.548 -1.553
H 2.094 3.739 -0.323
H 0.404 3.411 -2.189
H 0.339 1.678 -1.861
H -0.320 2.807 -0.665
H 0.249 1.878 2.016
H 1.566 3.023 2.196
H 1.829 1.979 4.162
H 2.833 0.825 3.280
H 1.100 0.461 3.701
H 4.525 0.017 0.224

No. 6
The following is a quantum chemistry calculation of the molecule C19H23N3O4S at a distorted geometry, from the Open Molecules 2025 dataset.

Properties
SMILES = COc1ccccc1C(=O)Nc1ccccc1N1CCN(S(C)(=O)=O)CC1
LUMO level = 0.65 eV
ΔE to the lowest compared entry with this formula, charge and spin = 265.5 kJ/mol
DFT total energy = -43571.5743 eV

Atoms and positions in Å:
C -0.693 -3.411 0.144
O 0.276 -2.392 0.276
C 1.591 -2.712 0.215
C 2.089 -3.995 0.014
C 3.454 -4.208 -0.083
C 4.343 -3.153 0.010
C 3.857 -1.873 0.215
C 2.495 -1.642 0.325
C 1.983 -0.266 0.627
O 1.412 0.022 1.654
N 2.233 0.624 -0.379
C 1.966 2.010 -0.259
C 3.029 2.893 -0.411
C 2.873 4.246 -0.188
C 1.635 4.726 0.213
C 0.565 3.865 0.322
C 0.686 2.495 0.058
N -0.480 1.735 0.044
C -1.238 1.596 1.275
C -2.711 1.358 0.941
N -2.796 0.216 0.070
S -4.090 -0.787 0.121
C -5.399 0.025 -0.845
O -3.724 -1.993 -0.566
O -4.531 -0.874 1.479
C -2.058 0.362 -1.155
C -0.582 0.565 -0.800
H -0.642 -4.115 0.979
H -1.661 -2.910 0.145
H -0.571 -3.952 -0.800
H 1.418 -4.836 -0.061
H 3.821 -5.212 -0.234
H 5.405 -3.324 -0.068
H 4.542 -1.043 0.315
H 2.891 0.345 -1.093
H 3.999 2.497 -0.681
H 3.710 4.916 -0.306
H 1.502 5.778 0.416
H -0.408 4.251 0.588
H -1.125 2.499 1.873
H -0.860 0.741 1.851
H -3.282 1.125 1.839
H -3.132 2.251 0.451
H -5.042 0.156 -1.858
H -6.266 -0.622 -0.827
H -5.622 0.972 -0.373
H -2.191 -0.555 -1.729
H -2.427 1.223 -1.734
H -0.003 0.729 -1.711
H -0.241 -0.348 -0.299

no.,M (u)
1,161.2
2,58.0
3,639.6
4,395.3
5,331.2
6,389.5